ORCA calculation (ωB97M-V with the def2-TZVPD basis set) on a cluster of 6 separate species, C30H28O18 in total.

Structure (ORCA input):
```
! wB97M-V def2-TZVPD RIJCOSX def2/J DEFGRID3
* xyz 0 1
O -14.365 11.511 0.215
O -12.194 8.333 -2.965
O -16.270 7.664 -5.217
O -10.097 15.870 3.587
O -17.800 7.437 -1.112
O -9.742 5.779 2.362
O -11.946 10.468 1.675
O -11.002 6.370 4.643
O -14.065 12.235 3.704
O -16.658 5.298 -3.520
O -11.119 1.174 2.719
O -16.019 7.142 0.930
O -12.561 6.321 -1.085
O -12.358 16.422 2.323
O -12.667 1.860 4.627
O -14.275 6.394 3.816
O -11.873 11.671 5.156
O -15.989 11.742 -2.079
C -15.096 10.474 -0.280
C -10.243 3.554 2.580
C -13.204 13.029 3.737
C -10.233 9.443 3.061
C -14.429 8.691 4.057
C -15.429 7.217 -4.207
C -11.918 12.771 4.439
C -15.933 7.027 5.379
C -14.869 7.296 4.324
C -17.014 9.737 -1.587
C -11.103 2.454 3.147
C -16.995 8.339 -0.847
C -13.117 7.598 -3.041
C -16.066 8.162 0.216
C -11.007 15.065 3.708
C -11.183 5.217 4.141
C -10.814 13.834 4.411
C -12.183 4.128 4.687
C -16.014 10.633 -1.298
C -11.996 2.782 4.237
C -13.390 14.260 2.970
C -10.401 4.933 2.934
C -11.005 8.505 0.760
C -12.243 15.323 2.972
C -14.603 5.533 -2.517
C -11.141 9.549 1.778
C -13.441 6.441 -2.128
C -15.582 5.982 -3.463
C -15.097 9.130 0.522
C -14.239 8.031 -3.985
H -17.890 9.840 -2.360
H -9.782 3.584 1.606
H -9.416 10.233 3.142
H -11.585 0.711 3.348
H -11.356 6.418 5.594
H -16.781 6.203 5.100
H -10.983 11.637 5.686
H -13.439 8.738 3.463
H -13.911 11.099 0.889
H -16.739 7.846 5.631
H -14.523 14.438 2.581
H -12.787 4.449 5.550
H -17.006 7.268 -4.997
H -10.961 9.329 3.902
H -10.008 8.300 0.512
H -9.929 13.478 5.095
H -17.834 6.766 -0.525
H -12.657 5.611 -0.613
H -15.330 6.945 6.273
H -14.496 8.979 1.502
H -15.259 9.322 3.472
H -11.554 16.996 2.564
H -9.815 8.429 2.996
H -13.961 8.740 -4.786
H -11.595 9.009 -0.141
H -14.849 4.693 -2.053
H -11.578 7.551 1.201
H -14.237 9.435 5.019
*
```

Results
LUMO	-2.19	eV
energy above the lowest of the compared OMol25 structures with the same formula, charge and spin	17.6	kcal/mol
gap between HOMO and LUMO	6.33	eV
SMILES string	O=C1C=C(O)C(=O)C=C1O.O=C1C=C(O)C(=O)C=C1O.O=C1C=C(O)C(=O)C=C1O.O=C1C=C(O)C(=O)C=C1O.CC(C)=O.CC(C)=O